(1)
{"formula": "C19H21NO6", "method": "the ωB97M-V functional and the def2-TZVPD basis", "e_homo_ev": -8.8, "total_charge": 0, "relative_energy_ev": 1.594, "orbital_gap_ev": 8.98, "species": ["N", "C", "O", "C", "C", "C", "C", "C", "O", "C", "C", "C", "C", "C", "C", "C", "O", "C", "C", "O", "C", "C", "C", "C", "O", "O", "H", "H", "H", "H", "H", "H", "H", "H", "H", "H", "H", "H", "H", "H", "H", "H", "H", "H", "H", "H", "H"], "positions_angstrom": [[-0.9874, 2.1202, -3.2820], [-1.7298, 1.7906, -2.2067], [-2.9241, 1.9934, -2.1253], [-0.9541, 1.1449, -1.1009], [-1.5474, 0.7883, 0.0390], [-0.8147, 0.0835, 1.1354], [-1.6254, -1.0138, 1.7722], [-2.5339, -1.7317, 1.0872], [-3.2718, -2.7303, 1.5858], [-3.1073, -3.0621, 2.8909], [-3.8914, -4.0999, 3.3977], [-3.7598, -4.4711, 4.7172], [-2.8510, -3.8203, 5.5489], [-2.0761, -2.7985, 5.0521], [-2.1906, -2.4019, 3.7164], [-1.3630, -1.3086, 3.1836], [-0.5393, -0.7044, 3.8514], [0.4902, -0.4903, 0.5661], [1.1916, 0.5685, -0.2813], [2.3647, 0.0330, -0.7853], [3.3354, 0.9633, -1.2348], [2.9010, 1.7643, -2.4619], [4.0627, 2.5080, -3.1144], [3.5764, 3.3251, -4.3149], [2.9249, 2.5399, -5.2843], [0.3748, 0.9776, -1.3739], [-1.4353, 2.5301, -4.0837], [-0.0094, 1.8907, -3.3192], [-2.5956, 1.0061, 0.1589], [-0.5670, 0.7895, 1.9401], [-2.7552, -1.5533, 0.0432], [-4.5898, -4.5909, 2.7386], [-4.3673, -5.2730, 5.1084], [-2.7582, -4.1204, 6.5813], [-1.3628, -2.2738, 5.6695], [1.1600, -0.8070, 1.3637], [0.2788, -1.3455, -0.0782], [1.4030, 1.4664, 0.3342], [3.6007, 1.6458, -0.4137], [4.2045, 0.3452, -1.4735], [2.1349, 2.4858, -2.1732], [2.4602, 1.0747, -3.1840], [4.5296, 3.1843, -2.3966], [4.8202, 1.7915, -3.4441], [2.8334, 4.0585, -3.9927], [4.4235, 3.8647, -4.7627], [3.5368, 1.8627, -5.5945]], "nbo_charge": [-0.8109, 0.6345, -0.6139, 0.1949, -0.2425, -0.2752, -0.1839, 0.2104, -0.4402, 0.3859, -0.2741, -0.1716, -0.2307, -0.1370, -0.2273, 0.5245, -0.5821, -0.4257, 0.3913, -0.5172, -0.0524, -0.4363, -0.4246, -0.0524, -0.7186, -0.5351, 0.4067, 0.4138, 0.2472, 0.2504, 0.2116, 0.2286, 0.2194, 0.2188, 0.2387, 0.2388, 0.2167, 0.1450, 0.1637, 0.1896, 0.2051, 0.2176, 0.2079, 0.1916, 0.1757, 0.1608, 0.4628]}

(2)
{"formula": "C19H21NO9", "method": "the ωB97M-V functional and the def2-TZVPD basis", "e_homo_ev": -9.5, "total_charge": 0, "orbital_gap_ev": 9.56, "species": ["O", "C", "C", "C", "C", "C", "C", "C", "C", "O", "N", "C", "C", "C", "O", "H", "H", "H", "H", "H", "H", "H", "H", "H", "C", "C", "C", "O", "C", "O", "O", "H", "H", "H", "H", "H", "H", "C", "C", "C", "O", "C", "O", "O", "H", "H", "H", "H", "H", "H"], "positions_angstrom": [[-4.8718, 2.9723, 1.2111], [-3.7187, 2.8458, 0.9468], [-2.5097, 3.3981, 1.6389], [-2.3520, 3.8888, 2.9252], [-1.0801, 4.3398, 3.2907], [-0.0307, 4.3133, 2.3754], [-0.2034, 3.8148, 1.0817], [-1.4597, 3.3487, 0.7466], [-1.9517, 2.7267, -0.5265], [-1.4498, 2.7376, -1.6025], [-3.2132, 2.1943, -0.2008], [-3.5709, 0.8248, -0.5180], [-2.7273, -0.1350, 0.2791], [-2.1507, -1.3077, -0.4508], [-1.3830, -0.1894, -0.0468], [-3.1971, 3.8867, 3.5967], [-0.9214, 4.7067, 4.2929], [0.9385, 4.6757, 2.6860], [0.5991, 3.7715, 0.3622], [-4.5806, 0.6287, -0.1648], [-3.4313, 0.5963, -1.5677], [-3.0208, -0.2882, 1.3061], [-2.5870, -1.2579, -1.4348], [-2.1333, -2.1518, 0.2180], [2.5536, 1.7365, -1.5264], [3.6763, 1.7571, -0.5181], [4.2182, 0.3977, -0.1416], [4.6844, 0.6156, 1.1958], [3.9433, 1.6216, 1.7271], [3.9320, 1.9212, 2.8744], [3.2159, 2.2332, 0.7587], [2.1824, 2.7441, -1.7111], [2.8959, 1.3152, -2.4718], [1.7129, 1.1471, -1.1564], [4.4787, 2.4206, -0.8524], [5.0332, 0.0654, -0.7801], [3.4393, -0.3688, -0.1164], [1.2793, -6.0070, -2.5661], [0.3682, -5.0403, -1.8532], [0.8572, -4.5831, -0.4975], [-0.3697, -4.3009, 0.1879], [-1.3292, -5.0883, -0.3603], [-2.4114, -5.2457, 0.1001], [-0.8800, -5.6646, -1.5013], [0.8369, -6.3252, -3.5094], [2.2438, -5.5433, -2.7725], [1.4364, -6.9021, -1.9633], [0.1427, -4.1843, -2.4957], [1.4804, -3.6930, -0.5414], [1.3861, -5.3692, 0.0465]], "nbo_charge": [-0.5251, 0.6799, -0.0739, -0.1947, -0.1922, -0.1873, -0.1578, -0.1572, 0.7089, -0.5312, -0.5057, -0.2410, 0.0482, -0.1348, -0.4825, 0.2311, 0.2217, 0.2264, 0.2312, 0.2331, 0.2179, 0.1835, 0.1872, 0.2129, -0.6307, 0.0646, -0.0939, -0.4929, 0.9696, -0.5669, -0.4995, 0.2324, 0.2203, 0.2300, 0.1829, 0.2032, 0.1813, -0.6266, 0.0640, -0.0940, -0.4949, 0.9677, -0.5691, -0.4930, 0.2311, 0.2213, 0.2212, 0.1835, 0.2038, 0.1860]}

(3)
{"formula": "C19H22BBrF10N3O5OsSe2", "method": "the ωB97M-V functional and the def2-TZVPD basis", "s_squared": 6.03, "e_homo_ev": [-5.7, -5.7], "multiplicity": 5, "total_charge": -1, "relative_energy_ev": 0.000, "orbital_gap_ev": [7.83, 6.42], "species": ["Os", "O", "C", "C", "C", "O", "C", "Se", "C", "Se", "H", "H", "H", "H", "H", "H", "H", "H", "H", "H", "C", "C", "N", "C", "C", "N", "H", "H", "H", "H", "H", "H", "F", "B", "F", "F", "F", "C", "C", "O", "C", "F", "F", "F", "C", "F", "F", "F", "H", "H", "H", "Br", "C", "C", "N", "C", "C", "C", "C", "O", "O", "H", "H", "H"], "positions_angstrom": [[0.3430, 0.2336, 0.4889], [6.1351, 0.8193, 0.3969], [5.5312, -0.4640, 0.5504], [4.0084, -0.3266, 0.5449], [3.4727, -1.7639, 0.5536], [2.2640, -1.8048, 1.2622], [3.6027, 0.4123, 1.8283], [1.9292, 1.4289, 1.8123], [3.6071, 0.4560, -0.7134], [1.8128, 0.1362, -1.4140], [7.0825, 0.7282, 0.5253], [5.8487, -0.9346, 1.4875], [5.8229, -1.1228, -0.2771], [4.2000, -2.4157, 1.0577], [3.3540, -2.1228, -0.4737], [1.6480, -2.4490, 0.8518], [4.3363, 1.1899, 2.0355], [3.5510, -0.2748, 2.6710], [4.2629, 0.1773, -1.5403], [3.7076, 1.5276, -0.5517], [-0.9356, 3.0390, 2.5223], [-1.7810, 1.8524, 2.2449], [-1.4251, 0.7119, 1.6730], [-2.5388, -0.1210, 1.6802], [-3.5658, 0.5300, 2.2600], [-3.0662, 1.7695, 2.6173], [-0.4188, 3.3323, 1.6095], [-0.2041, 2.8051, 3.2963], [-1.5553, 3.8688, 2.8638], [-2.4934, -1.1248, 1.3028], [-4.5742, 0.2265, 2.4720], [-3.5767, 2.5210, 3.0440], [-0.2622, -3.7499, 3.3257], [-1.0790, -2.7281, 2.8585], [-1.7901, -2.1224, 3.8974], [-1.9747, -3.2112, 1.8706], [-0.2561, -1.7252, 2.2217], [-0.0680, 3.3861, -2.4879], [-0.9929, 2.8247, -1.3946], [-0.3029, 2.3118, -0.3466], [-1.9321, 1.7785, -2.0436], [-2.7108, 1.1621, -1.1487], [-1.2093, 0.8298, -2.6676], [-2.7482, 2.3113, -2.9780], [-1.8516, 4.0052, -0.8650], [-2.7934, 3.6130, 0.0167], [-1.0617, 4.8856, -0.2179], [-2.4895, 4.7043, -1.8262], [0.5933, 2.5835, -2.8056], [0.5389, 4.1738, -2.0440], [-0.6095, 3.7832, -3.3479], [-3.1735, -2.6990, -5.4524], [-2.8085, -3.2103, -3.6656], [-3.5383, -4.2362, -3.0894], [-3.3349, -4.6387, -1.8375], [-2.3831, -4.0263, -1.1308], [-1.6105, -2.9910, -1.6404], [-1.8322, -2.5604, -2.9378], [-0.5401, -2.3533, -0.8013], [0.4750, -2.9698, -0.5414], [-0.8377, -1.1277, -0.4770], [-4.3088, -4.7454, -3.6569], [-2.2258, -4.3617, -0.1120], [-1.2668, -1.7372, -3.3565]], "mulliken_spin": [2.9036, -0.0016, 0.0000, 0.0174, -0.0047, 0.0915, 0.0261, 0.2966, 0.0547, 0.1633, 0.0005, 0.0003, 0.0003, -0.0015, 0.0001, 0.0091, 0.0121, 0.0038, 0.0052, -0.0115, 0.0020, -0.0254, 0.0304, 0.0247, -0.0080, 0.0060, 0.0004, -0.0014, 0.0007, 0.0091, 0.0000, 0.0004, 0.0006, 0.0198, 0.0005, 0.0011, 0.0591, 0.0219, 0.0071, 0.0714, 0.0313, -0.0024, -0.0021, 0.0002, 0.0075, -0.0007, -0.0011, 0.0015, -0.0018, -0.0042, 0.0003, 0.0000, 0.0008, 0.0006, 0.0000, -0.0004, -0.0156, 0.0069, 0.0467, 0.0205, 0.1279, 0.0000, -0.0005, -0.0013]}

In eV, the energy values for the records above are, in order, -33818.774; -39960.535; -265831.359.
In eV/A, the max |F| values for the records above are, in order, 0.8; 2.6; 0.8.
In g mol⁻¹, the M values for the records above are, in order, 359.38; 407.38; 1001.25.